Entry 1:
DFT (wB97M-V/def2-TZVPD) results for a single C8H19NSi molecule.

The calculation puts the frontier orbital gap at 0.3317 hartree. The electronic energy comes out at -17973.09147 eV. The structure (SMILES) is C[Si](C)(C)N1CCCCC1. The maximum force is 3.12 eV/Å. As for the HOMO energy: -8.0 eV.

```
! wB97M-V def2-TZVPD RIJCOSX def2/J DEFGRID3
* xyz 0 1
C 0.338 0.393 -2.856
Si -0.235 0.845 -1.125
C -2.109 0.604 -0.952
C 0.089 2.686 -1.034
N 0.831 -0.213 -0.088
C 1.304 0.317 1.261
C 0.277 -0.059 2.300
C 0.074 -1.557 2.349
C -0.288 -2.102 0.981
C 0.726 -1.649 -0.088
H 1.395 0.215 -3.087
H -0.141 -0.527 -3.110
H -0.070 1.154 -3.501
H -2.658 0.934 -1.841
H -2.424 1.236 -0.132
H -2.346 -0.417 -0.686
H -0.124 3.027 -0.020
H 1.135 2.872 -1.290
H -0.557 3.186 -1.732
H 2.286 -0.172 1.487
H 1.554 1.389 1.270
H -0.698 0.430 2.122
H 0.613 0.329 3.258
H -0.640 -1.902 3.127
H 1.010 -2.013 2.676
H -1.281 -1.740 0.716
H -0.323 -3.207 0.952
H 1.729 -2.047 0.143
H 0.533 -2.011 -1.098
*
```

---

Entry 2:
DFT (wB97M-V/def2-TZVPD) results for 2 unconnected molecules or ions with the total composition C10H10N2O2S.

The calculation puts the frontier orbital gap at 0.3092 hartree. The electronic energy comes out at -28438.51730 eV. The maximum force is 5.08 eV/Å. As for the HOMO energy: -8.0 eV.

```
! wB97M-V def2-TZVPD RIJCOSX def2/J DEFGRID3
* xyz 0 1
C -1.853 2.338 2.290
C 0.694 -2.069 -2.089
C 0.466 -2.777 -0.940
C 0.296 -0.727 -2.176
C -0.166 -2.159 0.109
C -0.518 -0.169 -1.175
C -0.668 -0.882 0.026
C 0.444 3.776 0.940
C -1.476 -0.159 1.118
C -0.483 2.067 2.432
N -2.963 2.690 2.162
N 1.271 2.948 0.631
O -0.307 4.557 1.252
O 1.158 0.110 1.762
S -0.347 0.342 2.441
H 1.204 -2.438 -3.039
H 0.936 -3.737 -0.993
H 0.341 -0.416 -3.170
H -0.538 -2.662 1.009
H -0.865 0.831 -1.170
H -2.174 0.658 0.898
H -2.088 -0.939 1.670
H -0.003 2.591 3.135
H 1.297 0.975 1.349
H 2.177 3.165 0.112
*
```

---

Entry 3:
DFT (wB97M-V/def2-TZVPD) results for 2 unconnected molecules or ions with the total composition C6H14IN2S.

The calculation puts the frontier orbital gap at 0.2960 hartree. The electronic energy comes out at -28356.44192 eV. The maximum force is 4.89 eV/Å. As for the HOMO energy: -12.3 eV.

```
! wB97M-V def2-TZVPD RIJCOSX def2/J DEFGRID3
* xyz 1 1
C 1.037 0.091 -0.989
C -0.524 1.739 -0.415
C 2.174 1.029 -0.372
C 0.522 2.612 0.303
C -1.862 -2.610 2.098
C -0.954 -0.538 0.339
N -0.154 0.268 -0.303
N 1.786 2.368 -0.323
S -0.438 -2.059 1.067
I -1.108 -3.445 -2.490
H 0.902 0.477 -2.007
H 1.353 -0.946 -0.850
H -1.458 1.828 0.070
H -0.749 1.861 -1.399
H 2.322 0.444 0.613
H 3.144 0.826 -0.977
H 0.197 3.674 0.122
H 0.440 2.415 1.292
H -2.065 -1.691 2.600
H -1.508 -3.213 2.793
H -2.760 -3.044 1.670
H -1.828 -0.186 0.795
H 1.875 2.980 -1.034
H -0.346 -4.881 -2.601
*
```

---

Entry 4:
DFT (wB97M-V/def2-TZVPD) results for a molecular structure, C2HBrO.

The calculation puts the frontier orbital gap at 0.3337 hartree. The electronic energy comes out at -74175.00122 eV. The maximum force is 4.26 eV/Å. As for the HOMO energy: -9.9 eV.

```
! wB97M-V def2-TZVPD RIJCOSX def2/J DEFGRID3
* xyz 0 1
C 0.891 -0.064 0.337
C -0.314 0.073 -0.158
O -0.856 -0.676 0.640
Br -1.148 0.307 -2.102
H 1.428 0.359 1.283
*
```

---

Entry 5:
DFT (wB97M-V/def2-TZVPD) results for a molecular structure, CoF2HOP.

The expectation value of S² is 6.0727. The calculation puts the frontier orbital gap (alpha / beta) at 0.2183 / 0.2654 hartree. The electronic energy comes out at -54402.69165 eV. The maximum force is 1.73 eV/Å. As for the HOMO energy (alpha / beta): -13.4 / -15.2 eV.

```
! wB97M-V def2-TZVPD RIJCOSX def2/J DEFGRID3
* xyz 1 5
O -2.371 -0.026 1.257
P -1.235 -0.577 0.227
H -2.200 0.814 1.710
F -1.111 1.211 -1.093
F -0.071 -1.593 -0.359
Co 0.553 1.667 -0.329
*
```

---

Entry 6:
DFT (wB97M-V/def2-TZVPD) results for a molecular structure, C33H30As2AuN2OS3.

The calculation puts the frontier orbital gap at 0.2283 hartree. The electronic energy comes out at -197603.36679 eV. The maximum force is 0.86 eV/Å. As for the HOMO energy: -10.8 eV.

```
! wB97M-V def2-TZVPD RIJCOSX def2/J DEFGRID3
* xyz 1 1
Au 0.624 2.013 1.286
C -2.584 -0.056 -0.060
C -1.662 -0.804 -1.012
As -0.722 -2.246 -0.047
C -0.637 -3.576 -1.463
C -0.560 -3.239 -2.812
C -0.409 -4.229 -3.771
C -0.332 -5.562 -3.390
C -0.423 -5.906 -2.050
C -0.581 -4.916 -1.090
C 1.177 -1.711 -0.151
C 2.053 -2.948 0.217
C 2.800 -3.606 -0.900
C 2.955 -2.997 -2.072
C 2.390 -1.664 -2.312
C 1.595 -1.062 -1.428
As -1.800 1.524 0.771
C -2.821 1.726 2.384
C -2.771 0.679 3.302
C -3.453 0.786 4.502
C -4.175 1.939 4.789
C -4.217 2.982 3.878
C -3.537 2.881 2.670
C -2.319 2.929 -0.437
C -3.666 3.048 -0.780
C -4.071 4.043 -1.653
C -3.134 4.915 -2.194
C -1.794 4.794 -1.860
C -1.384 3.804 -0.979
H -2.946 -0.687 0.753
H -3.463 0.334 -0.577
H -0.989 -0.134 -1.552
H -2.260 -1.311 -1.772
H -0.607 -2.203 -3.123
H -0.349 -3.960 -4.818
H -0.212 -6.332 -4.141
H -0.381 -6.945 -1.750
H -0.670 -5.192 -0.045
H 1.471 -3.688 0.773
H 3.218 -4.590 -0.725
H 3.507 -3.474 -2.872
H 2.635 -1.161 -3.239
H 1.213 -0.071 -1.647
H -2.203 -0.221 3.083
H -3.420 -0.027 5.214
H -4.704 2.023 5.729
H -4.776 3.880 4.105
H -3.567 3.700 1.963
H -4.404 2.378 -0.354
H -5.117 4.140 -1.910
H -3.453 5.691 -2.877
H -1.065 5.473 -2.281
H -0.335 3.728 -0.718
S 1.342 6.208 2.812
C 1.236 4.736 2.216
S 2.351 3.659 1.392
S -0.245 3.819 2.340
N 6.036 1.455 0.095
C 5.718 0.136 -0.013
O 6.466 -0.685 -0.494
C 4.361 -0.283 0.486
C 4.147 -1.576 0.721
C 2.847 -2.066 1.228
C 1.713 -1.017 1.137
N 2.081 0.395 1.026
C 3.292 0.674 0.705
H 6.970 1.720 -0.195
H 5.514 2.112 0.666
H 4.959 -2.274 0.553
H 2.998 -2.526 2.209
H 1.016 -1.108 1.971
H 3.532 1.727 0.588
*
```